# C79H65ClCsN3O2P2SSi

C79H65ClCsN3O2P2SSi as an isolated structure (wB97M-V/def2-TZVPD, the Open Molecules 2025 dataset).

Geometry as ORCA input:
```
! RIJCOSX wB97M-V def2-TZVPD def2/J DEFGRID3
* xyz -2 1
Cs -0.60400 1.34910 0.10524
O 0.33889 -0.40560 1.65865
S 1.18625 -1.16603 0.70251
C 1.73389 -2.65630 1.58367
C 2.77797 -2.55727 2.45597
C 3.36007 -3.67247 3.10158
C 2.86901 -4.90659 2.81760
C 3.30939 -6.28164 3.27452
C 2.31694 -7.26287 2.58520
C 1.39898 -6.37040 1.77434
C 0.33216 -6.65048 0.98817
C -0.34709 -5.57741 0.34956
C 0.01120 -4.25613 0.44955
P -0.88578 -2.92582 -0.53599
C -2.47477 -3.75803 -0.94947
C -3.02445 -3.65509 -2.22597
C -4.30122 -4.14657 -2.48727
C -5.04467 -4.73839 -1.47879
C -4.52133 -4.81552 -0.19252
C -3.25547 -4.31133 0.07182
C 0.07223 -3.19203 -2.11698
C 0.03992 -4.42975 -2.77071
C 0.88269 -4.69936 -3.83593
C 1.79899 -3.73787 -4.25933
C 1.81504 -2.49297 -3.65303
C 0.94050 -2.20960 -2.60121
C 1.14201 -3.93617 1.29137
C 1.77690 -5.02539 1.93572
C 2.82766 -0.42397 0.51461
C 3.44765 -1.25111 -0.39848
C 4.71792 -1.03640 -0.93334
C 5.38181 0.05944 -0.49260
C 6.74090 0.56919 -0.89679
C 6.96350 1.81909 -0.01267
C 5.70562 1.91990 0.81675
C 5.36427 2.80344 1.78527
C 4.06660 2.71225 2.32133
C 3.07714 1.80447 1.96679
P 1.60716 2.58590 2.93875
C -0.13937 1.97613 3.25709
C -1.04207 3.04544 3.21785
C -2.28039 2.97106 3.85819
C -2.63301 1.81432 4.53590
C -1.74512 0.73835 4.57133
C -0.50323 0.82224 3.95440
C 2.20243 1.83194 4.59445
C 1.87356 2.54342 5.75593
C 2.21165 2.07600 7.02169
C 2.89264 0.86946 7.16149
C 3.23806 0.15109 6.02228
C 2.90315 0.63706 4.75895
C 3.46674 0.77263 1.01029
C 4.78886 0.90815 0.47018
H 3.20061 -1.57662 2.64020
H 4.19208 -3.52877 3.78405
H 4.33838 -6.47232 2.96716
H 3.27994 -6.37225 4.36047
H 2.83885 -7.97538 1.94515
H 1.75560 -7.84645 3.31688
H -0.01280 -7.66897 0.83804
H -1.21200 -5.82681 -0.24982
H -2.47171 -3.15089 -3.01244
H -4.72319 -4.03563 -3.47995
H -6.04604 -5.10121 -1.68263
H -5.11217 -5.24605 0.60986
H -2.86498 -4.34334 1.08525
H -0.66208 -5.19054 -2.45016
H 0.83194 -5.66439 -4.33303
H 2.48420 -3.95696 -5.07176
H 2.49380 -1.71739 -3.99160
H 0.95083 -1.19792 -2.19407
H 2.90287 -2.12907 -0.74082
H 5.12655 -1.71427 -1.67505
H 7.51173 -0.18679 -0.73676
H 6.73761 0.81736 -1.95894
H 7.85003 1.72409 0.61620
H 7.09102 2.71871 -0.61660
H 6.03281 3.59383 2.11492
H 3.79912 3.47077 3.05006
H -0.75423 3.94998 2.69724
H -2.95628 3.82007 3.83048
H -3.59296 1.74665 5.03829
H -2.00813 -0.16041 5.11960
H 0.18900 -0.00129 4.04064
H 1.32637 3.47804 5.65332
H 1.94574 2.65176 7.90227
H 3.14864 0.49473 8.14690
H 3.76853 -0.79307 6.11629
H 3.18490 0.07031 3.87938
Cl 2.31107 7.74347 -2.62375
C 1.81455 6.42445 -1.56930
C 2.77061 5.73731 -0.81526
C 2.38251 4.70157 -0.00775
C 1.01949 4.28225 0.11938
O 0.70261 3.28066 0.84859
C 0.05564 5.04154 -0.62722
C -1.38117 4.86846 -0.50932
N -1.96526 4.10762 0.33305
C -3.32268 4.21605 0.62750
C -3.99240 5.41762 0.64563
C -5.33215 5.51419 1.08767
C -5.99526 4.41547 1.54329
C -5.32892 3.16486 1.58447
C -5.92909 2.00045 2.12468
C -5.21545 0.84922 2.20872
C -3.89121 0.83705 1.71018
N -3.31627 1.87280 1.16894
C -4.00199 3.04993 1.11923
C 0.50001 6.07423 -1.47650
H 3.81380 6.02016 -0.87938
H 3.12067 4.15517 0.55799
H -1.97018 5.49265 -1.19587
H -3.45957 6.31410 0.35268
H -5.82428 6.47953 1.07771
H -7.01801 4.48512 1.90007
H -6.95427 2.04999 2.47840
H -5.64324 -0.04937 2.63831
H -3.28571 -0.06866 1.78308
H -0.23658 6.62316 -2.05647
C 4.55158 1.79789 -4.58642
C 4.54095 2.28291 -3.28099
C 3.46728 1.97977 -2.42821
C 2.34371 1.19868 -2.80414
C 2.40304 0.75778 -4.14832
C 3.46858 1.03379 -5.02085
H 5.37040 2.03068 -5.26110
H 5.37040 2.91126 -2.93301
H 3.50973 2.39644 -1.41604
H 1.57109 0.17372 -4.56007
H 3.45218 0.66781 -6.04890
C -1.78121 -0.80093 -5.21395
Si -2.73628 0.54230 -4.29112
C -1.60226 2.00441 -4.07251
C -4.05242 1.12937 -5.53113
N -3.22688 0.05673 -2.77188
C -4.32775 -0.53440 -2.29858
C -5.54557 -0.76448 -3.02804
C -6.66559 -1.33778 -2.43431
C -6.66535 -1.72393 -1.09302
C -5.48473 -1.52518 -0.35904
C -4.36335 -0.95684 -0.93410
H -1.42602 -0.45953 -6.19739
H -2.41321 -1.69276 -5.36869
H -0.90169 -1.11174 -4.62547
H -1.22888 2.40354 -5.02655
H -0.72647 1.75249 -3.45747
H -2.13764 2.81463 -3.55482
H -3.60899 1.81259 -6.26647
H -4.85227 1.67297 -5.00107
H -4.52677 0.29840 -6.07600
H -5.57461 -0.46758 -4.07668
H -7.56232 -1.48429 -3.03005
H -7.53966 -2.17694 -0.63840
H -5.44419 -1.85042 0.67762
H -3.42507 -0.84343 -0.38857
*
```

Calculated values
- F_max: 3.36 eV Å⁻¹
- Orbital gap: 4.6 eV
- Lowest unoccupied orbital energy: 3.27 eV
- Electronic energy: -141904.1081 eV
- Energy above the lowest of the compared OMol25 structures with the same formula, charge and spin: 0.912 eV

Atomic partial charges in e from the Mulliken method, atoms 1 to 2: number 1, Cs, carries 2.370; number 2, O, carries -1.183